1.
This record from the OMol25 dataset describes 7 unconnected molecules or ions with the total composition C22H34NO26PS6. The level of theory is the ωB97M-V functional and the def2-TZVPD basis.

ORCA input file:
```
! wB97M-V def2-TZVPD RIJCOSX def2/J DEFGRID3
* xyz 0 1
C 3.379 -1.035 1.123
P 2.324 -2.415 0.519
C 2.849 -2.490 -1.243
C 0.715 -1.573 0.261
C 0.644 -0.213 -0.067
C -0.553 0.422 -0.289
C -1.754 -0.269 -0.205
C -1.699 -1.608 0.123
C -0.499 -2.255 0.350
C -0.818 -3.691 0.633
O -0.106 -4.583 0.994
N -2.227 -3.852 0.444
C -2.804 -2.574 0.290
O -3.982 -2.344 0.360
H 3.837 -0.486 0.303
H 4.183 -1.495 1.688
H 2.845 -0.359 1.784
H 3.697 -3.158 -1.344
H 3.084 -1.500 -1.633
H 2.002 -2.866 -1.814
H 1.559 0.357 -0.143
H -0.590 1.465 -0.553
H -2.706 0.211 -0.384
H -2.447 -4.534 -0.270
O 0.107 -2.540 -5.012
S -0.627 -1.651 -4.186
O -0.453 -1.636 -2.782
O -2.188 -1.837 -4.509
C -2.772 -0.581 -4.893
C -1.629 0.166 -5.552
O -0.493 -0.168 -4.743
H -3.127 -0.070 -3.997
H -3.602 -0.768 -5.568
H -1.761 1.244 -5.542
H -1.451 -0.180 -6.572
O 6.502 -0.464 1.297
S 7.886 -0.741 1.158
O 8.814 0.286 0.858
O 8.044 -1.945 0.118
C 8.759 -3.039 0.711
C 8.411 -2.945 2.183
O 8.412 -1.534 2.441
H 9.827 -2.899 0.536
H 8.426 -3.966 0.253
H 9.145 -3.420 2.826
H 7.417 -3.345 2.393
O 0.788 3.093 -2.092
S 1.419 3.662 -0.951
O 2.493 2.992 -0.312
O 0.291 4.012 0.112
C 0.352 5.405 0.475
C 0.880 6.079 -0.774
O 1.868 5.156 -1.273
H 1.035 5.519 1.317
H -0.633 5.750 0.754
H 1.356 7.033 -0.573
H 0.101 6.204 -1.528
O -1.006 2.748 3.415
S -1.141 1.708 4.371
O -0.750 1.908 5.718
O -0.455 0.393 3.785
C -1.393 -0.695 3.744
C -2.731 -0.014 3.542
O -2.642 1.161 4.366
H -1.347 -1.240 4.688
H -1.139 -1.359 2.921
H -3.571 -0.618 3.868
H -2.875 0.291 2.503
O -4.747 -7.943 -1.365
S -3.540 -7.683 -2.058
O -2.347 -8.381 -1.754
O -3.272 -6.101 -2.012
C -3.149 -5.564 -3.343
C -4.018 -6.474 -4.185
O -3.782 -7.777 -3.635
H -2.099 -5.611 -3.639
H -3.484 -4.530 -3.342
H -3.741 -6.475 -5.235
H -5.078 -6.235 -4.079
O -0.849 7.556 2.604
S -2.181 7.610 2.118
O -2.449 7.429 0.735
O -2.849 8.962 2.628
C -4.052 8.684 3.366
C -3.795 7.320 3.979
O -3.103 6.610 2.940
H -4.893 8.665 2.671
H -4.198 9.464 4.106
H -4.705 6.783 4.226
H -3.149 7.381 4.856
*
```

Output
SMILES string = CP(C)c1cccc2c1C(=O)NC2=O.O=S1(=O)OCCO1.O=S1(=O)OCCO1.O=S1(=O)OCCO1.O=S1(=O)OCCO1.O=S1(=O)OCCO1.O=S1(=O)OCCO1
M = 951.9 g mol⁻¹
DFT total energy = -152385.9590 eV

***

2.
This record from the OMol25 dataset describes a molecular structure, C22H34O20Pd. The level of theory is the ωB97M-V functional and the def2-TZVPD basis.

ORCA input file:
```
! wB97M-V def2-TZVPD RIJCOSX def2/J DEFGRID3
* xyz -1 4
Pd 18.577 35.023 1.332
C 20.343 31.343 2.489
C 20.745 32.242 1.242
O 20.150 33.506 1.263
H 20.501 31.846 3.443
H 20.816 30.369 2.361
H 19.285 31.107 2.380
H 20.569 31.775 0.273
H 21.822 32.410 1.248
C 16.325 32.681 4.161
C 16.340 34.185 4.137
O 17.249 34.736 3.159
H 15.935 32.233 3.247
H 15.711 32.480 5.039
H 17.275 32.173 4.325
H 16.472 34.643 5.117
H 15.345 34.508 3.832
C 12.607 34.532 5.380
C 12.575 33.609 6.611
O 12.506 34.422 7.731
C 12.536 35.650 7.377
O 12.559 36.602 8.142
O 12.732 35.764 6.014
H 11.746 34.383 4.728
H 13.413 34.239 4.707
H 13.431 32.938 6.679
H 11.734 32.918 6.673
C 14.527 29.581 3.606
C 14.059 29.943 5.000
O 13.075 30.955 4.686
C 13.136 31.290 3.400
O 12.323 32.084 2.903
O 14.084 30.706 2.826
H 14.078 28.618 3.368
H 15.577 29.471 3.334
H 14.857 30.190 5.700
H 13.555 29.128 5.519
C 14.122 37.226 1.612
C 13.405 35.887 1.566
O 12.198 36.118 2.316
C 12.185 37.427 2.793
O 11.399 37.936 3.590
O 13.229 38.024 2.291
H 14.380 37.645 0.640
H 15.061 37.028 2.129
H 14.012 35.195 2.150
H 13.236 35.540 0.547
C 19.651 34.304 6.927
C 20.300 33.289 5.961
O 19.841 32.047 6.408
C 19.315 32.206 7.674
O 18.990 31.364 8.489
O 19.315 33.485 7.999
H 18.790 34.847 6.537
H 20.339 35.096 7.219
H 21.378 33.332 6.119
H 20.086 33.387 4.897
C 13.886 33.004 -1.295
C 13.910 32.368 0.026
O 15.179 32.726 0.525
C 15.884 33.525 -0.298
O 17.056 33.930 -0.035
O 15.041 33.839 -1.339
H 12.960 33.577 -1.336
H 14.020 32.297 -2.114
H 13.821 31.282 0.041
H 13.095 32.751 0.641
C 19.494 28.456 5.184
C 18.283 28.963 4.471
O 17.283 28.821 5.426
C 17.750 28.643 6.637
O 17.102 28.827 7.652
O 19.099 28.456 6.602
H 20.313 29.115 4.896
H 19.697 27.399 5.007
H 18.100 28.423 3.542
H 18.519 30.011 4.284
*
```

Output
⟨S²⟩ = 3.757
M = 724.9 g mol⁻¹
DFT total energy = -67788.8183 eV

***

3.
This record from the OMol25 dataset describes a molecular structure, C22H34P2Pd. The level of theory is the ωB97M-V functional and the def2-TZVPD basis.

ORCA input file:
```
! wB97M-V def2-TZVPD RIJCOSX def2/J DEFGRID3
* xyz 4 5
Pd 0.343 -0.270 -0.224
C 2.787 2.203 -0.525
C 2.351 1.106 0.377
C 2.872 -0.218 0.186
C 3.805 -0.490 -0.957
C 2.647 -1.197 1.191
C 3.182 -2.578 1.083
C 1.995 -0.789 2.416
C 2.202 -1.561 3.656
C 1.159 0.392 2.410
C 0.206 0.606 3.532
C 1.388 1.377 1.415
C 0.827 2.761 1.560
H 3.679 2.664 -0.067
H 2.054 2.999 -0.616
H 3.104 1.851 -1.503
H 3.324 -0.334 -1.926
H 4.210 -1.496 -0.937
H 4.645 0.209 -0.903
H 4.245 -2.572 1.371
H 3.145 -2.948 0.059
H 2.676 -3.274 1.746
H 1.469 -2.388 3.678
H 2.044 -0.970 4.555
H 3.185 -2.030 3.686
H 0.691 1.218 4.307
H -0.092 -0.327 4.005
H -0.676 1.156 3.209
H 1.656 3.460 1.704
H 0.163 2.857 2.410
H 0.294 3.082 0.664
C -0.432 2.472 -2.714
P -0.780 0.789 -2.167
C -0.466 -0.276 -3.613
C -2.560 0.726 -1.762
C -3.457 1.651 -2.240
C -4.799 1.583 -1.853
C -5.236 0.583 -0.900
C -4.322 -0.316 -0.368
C -3.010 -0.299 -0.804
P -1.760 -1.479 -0.185
C -1.828 -2.901 -1.310
C -2.312 -2.060 1.428
H -0.701 3.214 -1.963
H -0.965 2.673 -3.647
H 0.637 2.538 -2.923
H -1.324 -0.276 -4.288
H -0.196 -1.295 -3.347
H 0.381 0.178 -4.134
H -3.161 2.426 -2.936
H -5.533 2.269 -2.263
H -6.286 0.544 -0.628
H -4.667 -1.048 0.350
H -2.813 -3.361 -1.197
H -1.060 -3.619 -1.020
H -1.689 -2.614 -2.351
H -3.263 -2.592 1.344
H -2.404 -1.235 2.134
H -1.574 -2.775 1.796
*
```

Output
⟨S²⟩ = 6.034
M = 466.9 g mol⁻¹
DFT total energy = -45377.9570 eV

***

4.
This record from the OMol25 dataset describes a molecular structure, C22H35AlBr2CaCl3F5Li2N3O5S. The level of theory is the ωB97M-V functional and the def2-TZVPD basis.

ORCA input file:
```
! wB97M-V def2-TZVPD RIJCOSX def2/J DEFGRID3
* xyz 3 1
C -4.163 5.348 2.188
C -3.125 6.019 1.226
C -2.531 4.909 0.313
C -3.062 4.877 -1.113
C -3.526 3.432 -1.524
C -2.361 2.431 -1.253
C -2.512 1.048 -2.000
C -2.550 -0.083 -0.934
C -2.113 -1.472 -1.484
N -0.711 -1.479 -2.011
C 0.221 -1.017 -0.876
N 0.632 0.354 -1.025
C 1.527 -1.888 -0.791
C 2.267 -1.353 0.426
C 3.359 -0.501 0.224
C 3.991 0.023 1.341
C 3.502 -0.333 2.591
N 2.490 -1.162 2.829
C 1.898 -1.632 1.731
O 1.092 -3.227 -0.617
C 0.621 -3.702 -1.867
C -0.249 -2.700 -2.700
Br 0.933 -1.988 -4.191
C -1.338 -3.508 -3.428
F -2.077 -2.679 -4.214
F -2.133 -4.182 -2.564
C -0.747 -4.612 -4.419
F -1.002 -4.299 -5.695
F -1.348 -5.796 -4.150
H -4.091 5.758 3.204
H -5.181 5.585 1.834
H -4.075 4.212 2.254
H -3.611 6.840 0.670
H -2.296 6.420 1.823
H -2.710 3.968 0.834
H -1.392 5.101 0.359
H -3.878 5.673 -1.232
H -2.212 5.175 -1.848
H -4.328 3.215 -0.771
H -3.877 3.380 -2.564
H -1.433 2.938 -1.547
H -2.301 2.284 -0.166
H -1.654 1.004 -2.684
H -3.422 1.119 -2.607
H -3.610 -0.231 -0.667
H -2.054 0.170 0.012
H -2.180 -2.190 -0.655
H -2.886 -1.756 -2.203
H -0.655 -0.718 -2.700
H -0.252 -1.163 0.101
H -0.019 1.008 -0.611
H 0.864 0.600 -1.982
H 2.206 -1.734 -1.643
H 3.680 -0.245 -0.787
H 4.830 0.726 1.184
H 4.011 0.092 3.462
H 1.035 -2.295 1.878
H 1.482 -3.983 -2.496
H 0.093 -4.647 -1.673
H 0.332 -4.780 -4.296
F 0.265 5.938 0.194
C 4.637 -5.045 3.513
C 3.980 -3.988 4.359
O 4.749 -3.994 5.583
S 6.272 -4.349 5.258
O 7.030 -3.172 5.189
O 6.661 -5.463 6.177
O 6.045 -4.898 3.797
H 4.332 -6.050 3.808
H 4.443 -4.910 2.452
H 2.934 -4.201 4.558
H 4.067 -2.998 3.909
Cl 5.493 2.631 1.504
Li -4.564 5.940 -2.561
Ca -2.245 7.349 -2.333
Cl 0.896 -0.142 -5.929
Br 5.742 -4.493 8.034
Li -4.641 2.226 0.884
Cl -3.392 2.409 2.204
Al -0.102 4.859 -1.100
*
```

Output
M = 895.7 g mol⁻¹
DFT total energy = -265571.5275 eV

***

5.
This record from the OMol25 dataset describes a molecular structure, C22H35BCl2N8PdSi. The level of theory is the ωB97M-V functional and the def2-TZVPD basis.

ORCA input file:
```
! wB97M-V def2-TZVPD RIJCOSX def2/J DEFGRID3
* xyz 3 2
Pd -1.653 1.088 -0.407
C 2.406 0.473 -1.493
C 1.057 0.185 -1.672
N 0.343 0.808 -0.710
N 1.208 1.459 0.104
C 2.448 1.277 -0.361
B 0.632 2.501 1.172
N -0.176 3.549 0.368
C 0.122 4.832 0.082
C -0.824 5.323 -0.793
C -1.681 4.252 -1.025
N -1.285 3.190 -0.321
N -0.334 1.700 2.119
C -0.260 1.565 3.453
C -1.354 0.837 3.891
C -2.076 0.548 2.741
N -1.445 1.074 1.686
N 1.697 3.131 1.994
C 1.570 4.198 2.842
C 2.718 4.289 3.574
C 3.511 3.213 3.119
N 2.897 2.514 2.187
H 3.237 0.226 -2.132
H 0.552 -0.324 -2.481
H 3.265 1.770 0.140
H 0.983 5.313 0.515
H -0.880 6.314 -1.208
H -2.547 4.197 -1.667
H 0.554 2.006 4.005
H -1.601 0.574 4.905
H -3.009 0.017 2.624
H 0.674 4.798 2.871
H 2.961 5.021 4.324
H 4.502 2.932 3.437
Cl -4.057 1.442 -0.648
C -4.640 2.484 0.760
Cl -5.342 1.509 2.002
H -5.380 3.131 0.303
H -3.760 3.017 1.104
C -0.823 -2.079 1.037
Si -1.428 -1.170 -0.440
C 2.984 -4.227 -1.299
C 2.638 -5.599 -0.959
C 3.296 -3.263 -0.247
C 3.170 -3.855 -2.699
C -2.044 -2.106 -1.908
C -1.321 -3.411 -2.231
C -3.410 -2.412 -1.205
C -2.275 -1.252 -3.154
H -0.440 -3.068 0.783
H -1.682 -2.219 1.703
H -0.082 -1.507 1.597
H 2.240 -5.724 0.045
H 3.617 -6.122 -0.966
H 2.046 -6.102 -1.722
H 2.869 -3.514 0.722
H 3.132 -2.220 -0.522
H 4.392 -3.374 -0.131
H 2.626 -4.485 -3.398
H 4.245 -4.043 -2.886
H 3.028 -2.792 -2.884
H -1.131 -4.017 -1.344
H -0.379 -3.219 -2.749
H -1.943 -4.010 -2.902
H -3.318 -3.132 -0.388
H -4.066 -2.862 -1.956
H -3.938 -1.518 -0.846
H -1.338 -0.984 -3.645
H -2.825 -0.333 -2.933
H -2.871 -1.814 -3.876
*
```

Output
⟨S²⟩ = 0.756
M = 627.8 g mol⁻¹
DFT total energy = -72355.8636 eV

***

6.
This record from the OMol25 dataset describes a molecular structure, C22H35Br14FO2. The level of theory is the ωB97M-V functional and the def2-TZVPD basis.

ORCA input file:
```
! wB97M-V def2-TZVPD RIJCOSX def2/J DEFGRID3
* xyz 0 1
C 0.503 0.366 2.541
C 1.119 1.757 2.292
F 1.810 2.157 3.423
C 2.017 1.585 1.078
C 1.405 1.548 -0.110
C 2.199 1.318 -1.338
O 1.775 1.580 -2.442
C 3.546 0.715 -1.132
C 4.177 0.748 0.038
C 3.521 1.395 1.219
O 4.169 1.665 2.195
H 1.225 -0.372 2.188
H 0.308 0.187 3.596
H -0.383 0.306 1.911
H 0.349 2.500 2.078
H 0.327 1.676 -0.164
H 4.013 0.241 -1.979
H 5.156 0.316 0.197
Br 4.111 -1.773 -5.744
C 3.944 -3.146 -4.379
C 2.605 -3.084 -3.695
Br 2.528 -1.605 -2.429
H 4.773 -3.011 -3.693
H 4.059 -4.091 -4.905
H 2.440 -3.984 -3.104
H 1.781 -2.950 -4.389
Br 5.152 5.154 -2.463
C 4.144 6.164 -1.142
C 4.271 5.559 0.230
Br 3.175 3.956 0.400
H 3.117 6.202 -1.491
H 4.569 7.166 -1.159
H 3.899 6.245 0.988
H 5.290 5.274 0.473
Br -2.576 2.124 1.069
C -3.364 0.841 2.309
C -4.813 1.147 2.560
Br -5.041 2.661 3.766
H -2.765 0.862 3.216
H -3.259 -0.132 1.817
H -5.296 0.308 3.059
H -5.356 1.389 1.652
Br -3.300 -1.828 0.239
C -1.430 -2.306 0.003
C -1.035 -3.400 0.960
Br -0.772 -2.719 2.768
H -0.846 -1.397 0.124
H -1.359 -2.644 -1.030
H -0.077 -3.830 0.678
H -1.777 -4.188 1.023
Br -0.194 -6.617 -0.599
C -0.345 -6.331 -2.515
C -0.625 -4.891 -2.857
Br -2.481 -4.408 -2.522
H -1.119 -7.002 -2.870
H 0.616 -6.637 -2.923
H -0.477 -4.723 -3.922
H -0.012 -4.191 -2.293
Br -3.095 -1.090 6.432
C -3.973 0.547 7.014
C -5.149 0.258 7.906
Br -6.683 -0.367 6.885
H -4.249 1.093 6.119
H -3.211 1.104 7.556
H -5.483 1.167 8.400
H -4.936 -0.502 8.652
Br -0.515 1.850 -3.238
C -1.061 2.286 -5.058
C -2.219 1.448 -5.533
Br -1.654 -0.360 -5.995
H -0.176 2.169 -5.676
H -1.346 3.336 -5.027
H -2.642 1.855 -6.450
H -2.999 1.351 -4.787
*
```

Output
M = 1469.2 g mol⁻¹
DFT total energy = -1010787.2021 eV

***

Q: Look up the DFT total energy of the sixth one.
A: -1010787.2021 eV

***

Q: Which of these has the highest DFT total energy?
A: C22H34P2Pd

***

Q: Among the records above, which one has the highest M?
A: C22H35Br14FO2

***

Q: What is the M in the third record?
A: 466.9 g mol⁻¹